# C2H7N5

C2H7N5 as an isolated structure at a distorted geometry (ωB97M-V with the def2-TZVPD basis set, the Open Molecules 2025 dataset).

The geometry in XYZ format:
```
14
Properties=species:S:1:pos:R:3:mulliken_charge:R:1
C 0.942 1.185 -0.137 0.09
C -0.368 -1.300 -0.170 -0.82
N 2.007 0.572 -0.075 0.18
N 2.937 -0.148 0.015 0.68
N 3.855 -0.718 0.285 -0.28
N -0.544 0.070 -0.291 -0.10
N -1.759 0.611 0.123 -0.49
H 0.560 2.114 0.029 0.45
H -0.318 -1.402 0.951 0.42
H -1.180 -1.685 -0.660 0.32
H 0.573 -1.721 -0.497 0.31
H -2.543 0.268 -0.512 0.43
H -2.008 1.682 -0.108 0.44
H -2.155 0.472 1.046 0.36
```

HOMO-LUMO gap (alpha / beta) = 7.52 / 7.52 eV
E_HOMO (alpha / beta) = -0.6935 / -0.6935 Ha
Relative energy (zero: lowest compared OMol25 entry of this formula, charge and spin) = 463.6 kJ/mol
Total charge = +2



# C2H7N6O4

An isolated ion of composition C2H7N6O4 and charge +1 at a distorted geometry (ωB97M-V with the def2-TZVPD basis set, the Open Molecules 2025 dataset).

The geometry in XYZ format:
```
19
Properties=species:S:1:pos:R:3:mulliken_charge:R:1
N -0.258 -1.104 1.477 -0.33
C -0.166 -0.337 0.389 0.56
C 1.213 0.053 0.035 -0.28
N 2.066 -0.952 -0.661 1.02
O 1.420 -1.947 -0.846 -0.56
O 3.093 -0.639 -1.161 -0.52
N 1.673 1.278 0.452 0.84
O 2.791 1.681 0.448 -0.53
O 0.661 2.211 0.908 -0.45
N -1.179 -0.153 -0.428 0.76
N -2.361 -0.835 -0.112 -0.81
N -1.193 0.822 -1.416 -0.66
H 0.555 -1.589 1.701 0.23
H -1.117 -1.437 1.936 0.30
H 1.198 3.065 1.265 0.42
H -3.079 -0.562 -0.615 0.22
H -2.165 -1.819 0.062 0.23
H -1.703 1.678 -1.085 0.28
H -1.450 0.586 -2.346 0.27
```

HOMO-LUMO gap (alpha / beta) = 9.44 / 9.44 eV
E_HOMO (alpha / beta) = -0.5155 / -0.5155 Ha
Relative energy (zero: lowest compared OMol25 entry of this formula, charge and spin) = 0.0 kJ/mol
Structure (SMILES) = N/C(=C(\[N+](=O)[O-])[N+](=O)O)N(N)N
Total charge = +1



# C2H7N8

A 2-piece molecular cluster, C2H7N8 overall at a distorted geometry (ωB97M-V with the def2-TZVPD basis set, the Open Molecules 2025 dataset).

The geometry in XYZ format:
```
17
Properties=species:S:1:pos:R:3:mulliken_charge:R:1
C -1.538 -0.170 3.258 0.04
C 2.031 -0.407 -2.377 -0.30
N -0.918 -0.857 2.305 -0.55
N -2.151 0.908 2.669 0.10
N -1.219 -0.212 1.190 0.60
N -1.921 0.847 1.339 -0.43
N 1.526 0.989 -2.206 -0.08
N 1.149 -0.991 -1.423 -0.24
N 0.429 0.944 -1.456 -0.38
N 0.157 -0.239 -1.049 -0.02
H -1.532 -0.530 4.281 0.43
H 1.733 -0.861 -3.453 0.24
H 3.104 -0.585 -2.062 0.25
H 1.612 1.719 -2.909 0.29
H 0.986 -2.000 -1.345 0.26
H -2.673 1.739 3.011 0.28
H -0.777 -0.294 0.227 0.49
```

HOMO-LUMO gap = 7.43 eV
E_HOMO = -0.4218 Ha
Relative energy (zero: lowest compared OMol25 entry of this formula, charge and spin) = 0.0 kJ/mol
Total charge = +1



# C2H7NO

A 2-piece molecular cluster, C2H7NO overall (ωB97M-V with the def2-TZVPD basis set, the Open Molecules 2025 dataset).

The geometry in XYZ format:
```
11
Properties=species:S:1:pos:R:3:mulliken_charge:R:1
N -1.577 -1.849 0.811 -0.37
C -1.550 -0.637 0.203 0.12
O -0.827 -0.358 -0.718 -0.52
H -2.069 -1.998 1.676 0.23
H -0.746 -2.409 0.682 0.24
H -2.263 0.091 0.639 0.31
C 1.826 1.429 -0.642 -0.90
H 1.385 1.697 -1.602 0.23
H 2.268 2.364 -0.324 0.30
H 1.050 1.087 0.037 0.14
H 2.503 0.582 -0.762 0.22
```

HOMO-LUMO gap = 11.12 eV
E_HOMO = -0.3749 Ha
Relative energy (zero: lowest compared OMol25 entry of this formula, charge and spin) = 8.3 kJ/mol
Structure (SMILES) = NC=O.C



# C2H7NO

C2H7NO as an isolated structure at a distorted geometry (ωB97M-V with the def2-TZVPD basis set, the Open Molecules 2025 dataset).

The geometry in XYZ format:
```
11
Properties=species:S:1:pos:R:3:mulliken_charge:R:1
C -0.785 0.768 1.374 -0.95
C -0.448 -0.788 1.335 -0.22
N -0.214 -0.393 0.015 -0.41
H -1.087 0.741 2.428 0.35
H -0.027 1.576 1.276 0.33
H -1.697 1.177 0.911 0.36
H -1.378 -1.416 1.400 0.25
H 0.207 -0.811 2.187 0.27
H 1.570 -0.699 -2.497 0.30
H 0.924 0.344 -1.639 0.40
O 1.298 0.246 -2.554 -0.68
```

HOMO-LUMO gap = 8.59 eV
E_HOMO = -0.3206 Ha
Relative energy (zero: lowest compared OMol25 entry of this formula, charge and spin) = 478.6 kJ/mol



# C2H7NO

A 2-piece molecular cluster, C2H7NO overall (ωB97M-V with the def2-TZVPD basis set, the Open Molecules 2025 dataset).

The geometry in XYZ format:
```
11
Properties=species:S:1:pos:R:3:mulliken_charge:R:1
C 1.257 -0.372 0.827 -0.85
C 1.086 0.871 0.378 0.16
N 2.095 1.777 0.114 -0.42
H 2.266 -0.710 1.041 0.21
H 0.437 -1.077 0.914 0.25
H 0.075 1.206 0.167 0.28
H 3.033 1.449 0.016 0.18
H 1.913 2.756 0.212 0.19
O -3.587 -1.831 -1.121 -0.64
H -4.106 -1.711 -0.321 0.32
H -3.474 -2.785 -1.226 0.32
```

HOMO-LUMO gap = 9.09 eV
E_HOMO = -0.2973 Ha
Relative energy (zero: lowest compared OMol25 entry of this formula, charge and spin) = 92.5 kJ/mol
Structure (SMILES) = C=CN.O



# C2H7NO

An isolated ion of composition C2H7NO and charge +1 at a distorted geometry (ωB97M-V with the def2-TZVPD basis set, the Open Molecules 2025 dataset).

The geometry in XYZ format:
```
11
Properties=species:S:1:pos:R:3:mulliken_charge:R:1
O -1.285 -1.013 -0.615 -0.43
H -2.217 -1.135 -0.361 0.38
C 1.406 0.003 0.392 -0.68
C -0.896 0.294 -0.619 -0.35
N 0.068 0.538 0.541 0.05
H 1.408 -0.734 -0.415 0.31
H 2.187 0.738 0.174 0.32
H 1.728 -0.473 1.323 0.34
H -0.379 0.538 -1.540 0.39
H -1.681 0.988 -0.318 0.34
H -0.339 0.256 1.437 0.34
```

HOMO-LUMO gap (alpha / beta) = 13.57 / 8.47 eV
E_HOMO (alpha / beta) = -0.6271 / -0.6258 Ha
<S²> = 0.755
Relative energy (zero: lowest compared OMol25 entry of this formula, charge and spin) = 90.0 kJ/mol
2S+1 = 2
Total charge = +1



# C2H7NO2

A 2-piece molecular cluster, C2H7NO2 overall at a distorted geometry (ωB97M-V with the def2-TZVPD basis set, the Open Molecules 2025 dataset).

The geometry in XYZ format:
```
12
Properties=species:S:1:pos:R:3:mulliken_charge:R:1
N -2.804 0.280 0.396 -0.56
C -1.910 -0.604 -0.352 -0.35
C -0.501 -0.356 0.227 0.04
O 0.417 -0.090 -0.509 -0.47
H -2.932 1.150 -0.073 0.22
H -3.700 -0.155 0.543 0.22
H -1.805 -0.379 -1.411 0.24
H -2.139 -1.663 -0.229 0.32
H -0.444 -0.363 1.324 0.35
O 4.289 0.730 0.047 -0.64
H 3.366 0.426 0.168 0.33
H 4.786 0.462 0.836 0.32
```

HOMO-LUMO gap = 10.52 eV
E_HOMO = -0.3548 Ha
Relative energy (zero: lowest compared OMol25 entry of this formula, charge and spin) = 159.7 kJ/mol
Structure (SMILES) = NCC=O.O